No. 1
C19H24BrCuIN3O2 | the ωB97M-V functional and the def2-TZVPD basis

Geometry as XYZ:
```
51
Properties=species:S:1:pos:R:3:forces:R:3
Cu -0.1704 1.0703 -0.8067 -0.3 -0.5 -0.1
C -2.0826 -2.0239 3.1082 0.2 0.0 -0.1
C -1.1130 -1.8876 1.9200 -0.2 -0.1 0.1
C -0.7500 -3.2626 1.3659 0.0 0.1 0.0
C -1.7434 -0.9639 0.9056 0.2 0.0 -0.1
C -2.5240 -1.4229 -0.1522 0.0 0.0 0.0
C -3.1899 -0.5403 -0.9893 0.0 0.0 0.0
C -3.1060 0.8401 -0.8115 0.0 0.0 0.1
C -3.8515 1.7981 -1.6865 0.1 0.1 0.0
C -2.2914 1.3140 0.2256 -0.2 -0.1 0.0
C -1.6200 0.4207 1.0675 0.1 0.0 0.1
H -1.6509 -2.6641 3.8784 0.0 0.0 0.0
H -3.0201 -2.4703 2.7724 0.0 0.0 0.0
H -2.3061 -1.0523 3.5497 0.0 0.0 0.0
H -0.1978 -1.4100 2.2835 0.0 0.0 0.0
H -1.6439 -3.8505 1.1520 0.0 0.0 0.0
H -0.1702 -3.8148 2.1050 0.0 0.0 0.0
H -0.1563 -3.1802 0.4537 0.0 0.0 0.0
H -2.6317 -2.4871 -0.3167 0.0 0.0 0.0
H -3.8019 -0.9286 -1.7948 0.0 0.0 0.0
H -3.1402 2.3368 -2.3181 0.0 0.0 0.0
H -4.3787 2.5423 -1.0895 0.0 0.0 0.0
H -4.5668 1.2848 -2.3256 0.0 0.0 0.0
H -2.2532 2.3812 0.4204 0.0 0.0 0.0
H -1.0642 0.7992 1.9199 0.0 0.0 0.0
O 0.4177 3.3888 -4.0214 -0.2 -0.1 0.2
C -0.0549 2.7147 -3.1887 0.4 0.1 0.0
N -0.5866 2.0178 -2.3576 0.0 0.1 -0.1
C 1.6709 -2.5700 -4.2691 -0.1 0.0 0.0
N 1.4984 -1.9792 -2.9534 0.1 0.0 0.0
C 0.5679 -1.0791 -2.6242 0.0 -0.2 0.1
N -0.3634 -0.7528 -3.5300 0.0 0.1 0.0
O 0.5649 -0.6179 -1.4427 0.0 0.2 -0.1
H 2.5702 -3.1772 -4.2596 0.0 0.0 0.0
H 1.7945 -1.7993 -5.0324 0.0 0.0 0.0
H 0.8298 -3.2134 -4.5331 0.0 0.0 0.0
H 2.1599 -2.1972 -2.2292 0.0 0.0 0.1
H -0.2800 -1.0515 -4.4860 0.0 0.0 0.0
H -0.9087 0.0765 -3.3435 0.0 0.1 0.0
Br 3.7605 5.1044 1.3382 0.0 -0.1 0.1
C 3.7012 3.4306 2.2126 -0.1 0.1 -0.2
C 4.6879 3.1280 3.1407 0.0 0.0 0.0
C 4.6774 1.9068 3.7943 0.0 0.0 0.0
C 3.6835 0.9784 3.5251 0.0 0.0 0.0
C 2.6918 1.2738 2.6041 -0.1 -0.1 -0.1
C 2.7060 2.4966 1.9555 -0.3 0.0 -0.3
I 1.1446 2.9692 0.5850 0.4 0.3 0.3
H 5.4570 3.8610 3.3396 0.0 0.0 0.0
H 5.4501 1.6839 4.5172 0.0 0.0 0.0
H 3.6736 0.0226 4.0309 0.0 0.0 0.0
H 1.9105 0.5563 2.3909 0.0 0.0 0.0
```
Forces are in eV/Å.

energy relative to the best compared isomer or geometry (same formula, charge and spin): 5.6 kcal per mole
<S²>: 0.756
total charge: +1
2S+1: 2
total energy: -5565.1723 Eh
frontier orbital gap (alpha / beta): 9.2 / 6.2 eV
HOMO (alpha / beta): -0.4371 / -0.4371 Ha

Mulliken population analysis, charges in e, atoms 1 to 4: 0.254, -1.414, 0.613, -1.599

No. 2
C19H24F9HgNO15S3 | the ωB97M-V functional and the def2-TZVPD basis

Geometry as XYZ:
```
72
Properties=species:S:1:pos:R:3:forces:R:3
Hg -30.1451 -22.4438 -6.2167 -0.1 0.2 -0.3
C -30.5037 -23.6538 -10.3129 0.0 0.3 0.6
F -30.6129 -24.9217 -9.9584 -0.2 -0.2 -0.1
F -29.2212 -23.3239 -10.2291 0.2 0.1 -0.2
F -30.9225 -23.4798 -11.5536 -0.1 -0.1 -0.2
S -31.4564 -22.4801 -9.1875 1.1 0.5 0.8
O -30.5369 -21.4089 -8.9505 0.3 -0.1 0.0
O -32.6961 -22.1792 -9.7989 -0.7 -0.4 -0.3
N -31.5669 -23.2540 -7.7356 -0.5 -0.2 -1.3
S -32.7847 -24.3260 -7.6320 -0.5 -0.1 0.9
O -33.8422 -23.8517 -6.8012 0.1 0.0 0.2
O -33.1129 -24.9491 -8.8696 0.2 0.0 -0.4
C -31.9236 -25.6534 -6.6649 0.0 -0.1 -0.1
F -32.7719 -26.6494 -6.4180 -0.1 0.1 0.0
F -30.9036 -26.1358 -7.3708 0.1 -0.1 -0.1
F -31.4467 -25.2143 -5.4989 0.1 0.2 0.1
C -25.9429 -20.6574 -7.4409 0.1 -0.4 0.3
F -25.5581 -21.9651 -7.3793 -0.1 0.5 -0.2
F -24.8622 -19.8989 -7.2204 -0.2 -0.2 -0.3
F -26.4254 -20.4166 -8.6561 0.2 -0.1 0.1
S -27.1851 -20.3369 -6.1338 0.0 0.5 0.2
O -27.5570 -18.9619 -6.3324 -0.1 0.1 -0.1
O -28.2311 -21.2907 -6.4721 0.1 -0.3 -0.4
O -26.4848 -20.6373 -4.9109 0.1 -0.1 0.1
O -30.8639 -20.1572 -6.3238 -0.3 -0.3 -0.1
C -30.6531 -18.9990 -6.1022 0.3 0.6 0.1
O -30.3337 -18.5684 -4.8772 0.1 0.0 0.2
C -30.1243 -17.1465 -4.8740 0.1 0.4 -0.6
C -30.8274 -16.6321 -6.1532 0.1 -0.1 1.0
C -30.7223 -17.8353 -7.0673 -0.4 -0.5 -0.3
H -29.0574 -16.9186 -4.9202 0.0 -0.3 0.1
H -30.5478 -16.7596 -3.9522 0.0 0.0 0.0
H -30.3683 -15.7117 -6.5008 0.0 0.0 -0.2
H -31.8684 -16.4439 -5.8817 0.0 0.1 -0.3
H -29.8378 -17.8861 -7.7045 0.1 0.1 0.2
H -31.5827 -17.9916 -7.7168 0.0 0.1 0.0
O -29.2147 -22.3190 -4.0680 -0.4 -0.3 -0.1
C -28.7329 -22.2492 -2.9766 0.2 0.2 0.3
O -29.4585 -21.8586 -1.9078 -0.1 -0.1 -0.1
C -28.6441 -21.7368 -0.7414 0.8 0.4 0.7
C -27.1863 -22.0081 -1.1635 0.1 -0.3 -0.2
C -27.3180 -22.5373 -2.6026 0.5 -0.1 0.6
H -28.9567 -22.4020 0.0646 -0.3 -0.3 -0.4
H -28.7409 -20.7335 -0.3244 -0.2 0.1 -0.3
H -26.7145 -22.7354 -0.5047 -0.1 0.0 0.0
H -26.5664 -21.1156 -1.1140 -0.2 0.1 -0.1
H -27.1535 -23.6153 -2.6599 -0.2 0.0 0.0
H -26.6433 -22.0797 -3.3244 -0.2 0.1 0.0
O -28.6390 -24.0728 -7.2734 -0.5 0.0 0.1
C -27.7450 -24.6635 -6.7285 0.8 0.5 -0.1
O -27.6414 -24.7571 -5.3993 -0.2 -0.2 0.1
C -26.4688 -25.5191 -5.0246 -0.2 -0.2 -0.2
C -25.9954 -26.2148 -6.3027 -0.1 1.0 -0.6
C -26.5298 -25.2598 -7.3886 -0.3 -0.4 0.5
H -26.7939 -26.2398 -4.2794 0.1 0.1 0.2
H -25.7434 -24.8215 -4.6110 0.1 0.0 0.0
H -26.4806 -27.1812 -6.4067 0.3 -0.2 0.0
H -24.9141 -26.2441 -6.3964 0.0 -0.5 0.3
H -26.7957 -25.7219 -8.3332 0.1 0.0 -0.1
H -25.8436 -24.4278 -7.5500 0.0 0.0 -0.2
O -32.0367 -22.4929 -4.7328 -0.1 0.1 0.3
C -32.8019 -22.5849 -3.8087 0.1 0.4 -0.3
O -33.6560 -23.6058 -3.7190 -0.3 -0.4 0.3
C -34.4918 -23.4238 -2.5468 0.3 -0.4 0.4
C -33.5972 -22.6218 -1.6224 -1.0 1.1 0.0
C -33.0164 -21.6396 -2.6370 0.6 -0.5 0.4
H -34.7716 -24.3671 -2.0791 0.1 -0.3 -0.6
H -35.3985 -22.9150 -2.8735 0.0 0.2 0.2
H -32.8300 -23.2429 -1.1677 0.1 -0.1 -0.1
H -34.1522 -22.1197 -0.8250 0.0 -0.1 -0.1
H -32.1115 -21.1575 -2.2763 0.2 0.0 -0.4
H -33.7367 -20.8781 -2.9368 -0.1 0.0 0.0
```
Forces are in eV/Å.

energy relative to the best compared isomer or geometry (same formula, charge and spin): 0.0 kcal per mole
total energy: -4168.5746 Eh
frontier orbital gap: 10.1 eV
HOMO: -0.3630 Ha

Mulliken population analysis, charges in e, atoms 1 to 4: 5.106, 0.743, -0.214, -0.220

No. 3
C19H24N2O2 | the ωB97M-V functional and the def2-TZVPD basis

Geometry as XYZ:
```
47
Properties=species:S:1:pos:R:3:forces:R:3
C 0.3960 -4.4119 -0.7152 0.0 0.0 0.0
C -0.8021 -3.7622 -0.0974 0.1 0.2 0.0
N -0.8560 -2.4587 -0.1255 0.4 -0.3 -0.1
C -1.9087 -1.8072 0.4104 -0.5 -0.1 0.3
C -1.9694 -0.3854 0.3754 -0.4 0.2 0.3
C -3.0451 0.2554 0.9615 0.4 0.0 -0.3
C -4.0784 -0.4528 1.5733 -0.1 -0.3 0.1
C -4.0557 -1.8209 1.6072 -0.1 0.1 0.1
C -2.9784 -2.5145 1.0319 0.2 0.3 -0.1
C -2.8949 -3.9254 1.0449 0.3 -0.2 -0.1
C -1.8200 -4.5505 0.4854 -0.4 0.1 0.2
H -1.7316 -5.6265 0.4795 0.0 -0.1 0.0
H -3.6948 -4.4902 1.5042 0.0 0.0 0.0
H -4.8520 -2.3826 2.0729 -0.1 0.0 0.1
H -4.8990 0.0925 2.0148 -0.1 0.0 0.0
H -3.0662 1.3336 0.9285 0.0 0.1 0.0
O -1.0414 0.4442 -0.1654 -0.2 0.0 0.1
C 0.0157 -0.0563 -0.9615 0.5 -0.1 -0.5
C 0.7487 1.1049 -1.6411 -0.5 -0.3 0.2
O 0.8905 1.1076 -2.8506 0.0 -0.2 -0.3
N 1.2272 2.0859 -0.8536 0.0 0.5 0.1
C 1.2587 2.0982 0.5888 0.3 -0.4 0.3
H 0.6230 1.3151 0.9929 0.0 0.1 0.0
C 2.7012 1.9380 1.0888 -0.1 0.3 0.2
C 2.7427 1.9597 2.6129 0.0 -0.1 -0.3
H 3.7634 1.8376 2.9673 0.1 0.0 0.1
H 2.1369 1.1560 3.0250 -0.1 -0.1 0.1
H 2.3598 2.9056 2.9903 0.0 0.1 0.1
C 3.5636 3.0505 0.4900 0.0 -0.5 -0.3
C 3.4692 3.0535 -1.0372 -0.1 0.4 0.1
C 4.2778 4.1956 -1.6421 -0.1 -0.3 0.0
H 4.2114 4.1751 -2.7269 0.0 0.1 -0.1
H 5.3245 4.1125 -1.3590 0.1 0.0 0.0
H 3.9028 5.1553 -1.2925 0.0 0.2 0.0
C 1.9973 3.1591 -1.4490 0.3 -0.1 -0.3
H 1.8929 3.0812 -2.5321 0.0 0.1 0.1
H 1.5852 4.1176 -1.1144 0.0 0.0 0.0
H 3.8579 2.1022 -1.4165 -0.1 0.0 0.0
H 4.6034 2.9191 0.7966 0.1 0.1 0.1
H 3.2225 4.0156 0.8739 0.0 0.1 0.1
H 3.0806 0.9725 0.7350 0.0 0.0 0.0
H 0.8640 3.0624 0.9319 0.0 0.0 0.1
H -0.3681 -0.7028 -1.7559 0.2 0.2 0.2
H 0.7226 -0.6386 -0.3571 -0.1 0.1 -0.1
H 0.9465 -4.9773 0.0357 0.1 -0.1 0.0
H 0.0863 -5.1034 -1.4970 0.0 -0.1 -0.1
H 1.0467 -3.6553 -1.1436 0.0 0.0 0.0
```
Forces are in eV/Å.

energy relative to the best compared isomer or geometry (same formula, charge and spin): 6.2 kcal per mole
total energy: -998.4245 Eh
frontier orbital gap: 8.5 eV
SMILES string: Cc1ccc2cccc(OCC(=O)N3C[C@H](C)C[C@H](C)C3)c2n1
HOMO: -0.2978 Ha

Mulliken population analysis, charges in e, atoms 1 to 4: -1.389, 0.659, -0.129, 0.489

No. 4
C19H24N2O3S | the ωB97M-V functional and the def2-TZVPD basis

Geometry as XYZ:
```
49
Properties=species:S:1:pos:R:3:forces:R:3
O -1.3413 1.1528 2.9384 0.2 0.1 0.3
C -1.2172 0.6945 1.8177 -0.3 -0.1 -0.2
N -2.2277 0.6945 0.9168 0.0 0.0 -0.2
H -2.0586 0.4170 -0.0392 0.1 0.0 0.1
C -3.5077 1.2979 1.1804 -0.2 0.0 0.3
C -3.8564 2.3445 0.1266 0.0 -0.4 -0.4
H -3.1962 3.2078 0.2089 0.0 0.0 0.0
H -4.8916 2.6704 0.2234 0.0 0.1 0.1
S -3.5937 1.7589 -1.5822 -0.3 0.1 -0.1
C -4.9424 0.5290 -1.7929 0.7 0.3 0.1
C -4.7289 -0.7270 -1.0364 -1.0 0.0 0.4
C -5.5267 -1.3771 -0.1385 0.3 0.4 -0.6
C -4.8125 -2.5331 0.2613 0.5 -0.1 -0.2
C -3.6362 -2.4967 -0.4172 -0.4 -0.6 0.6
O -3.5762 -1.4096 -1.2062 0.2 0.3 -0.4
H -2.7927 -3.1578 -0.4264 0.2 0.0 -0.1
H -5.1340 -3.2785 0.9586 0.0 -0.2 0.1
H -6.4992 -1.0736 0.1920 -0.2 0.1 0.0
H -4.9442 0.3422 -2.8681 -0.1 0.0 0.0
H -5.8826 0.9939 -1.5001 -0.1 -0.1 -0.1
H -4.2839 0.5243 1.2106 0.1 0.2 0.1
H -3.4439 1.7672 2.1667 -0.1 -0.1 -0.1
C 0.0551 0.0849 1.3350 0.3 -0.1 0.0
C 1.2415 0.4998 1.9356 -0.2 0.0 0.0
C 2.4520 -0.0310 1.5411 0.0 -0.1 0.0
C 2.5053 -0.9966 0.5416 -0.2 -0.1 0.0
C 1.3218 -1.4214 -0.0464 0.2 0.0 0.0
C 0.1058 -0.8898 0.3440 -0.1 0.2 0.1
H -0.7995 -1.2576 -0.1165 -0.1 0.0 0.0
H 1.3500 -2.1791 -0.8171 0.0 -0.1 -0.1
C 3.8329 -1.5707 0.1302 0.1 0.0 0.0
N 4.8184 -0.5193 -0.0507 0.0 -0.1 0.0
C 4.5065 0.3259 -1.1907 0.2 0.3 0.0
C 5.5187 1.4683 -1.2543 -0.4 0.0 -0.1
H 5.3472 2.0892 -2.1351 0.0 0.0 0.1
O 6.8361 0.9818 -1.3627 0.1 0.0 -0.1
C 7.1399 0.1410 -0.2754 0.0 -0.4 0.2
C 6.1676 -1.0359 -0.1891 0.2 0.3 0.0
H 6.4084 -1.6434 0.6864 0.0 0.0 0.0
H 6.2737 -1.6605 -1.0948 0.0 0.0 0.1
H 8.1604 -0.2113 -0.4348 -0.1 0.0 0.1
H 7.0912 0.7135 0.6633 0.0 -0.1 0.0
H 5.4214 2.0832 -0.3470 0.0 0.0 -0.1
H 3.5006 0.7314 -1.0660 0.0 0.0 -0.1
H 4.5449 -0.2464 -2.1359 0.0 0.0 0.0
H 3.7136 -2.1848 -0.7812 0.0 0.0 0.1
H 4.1958 -2.2266 0.9296 0.0 0.0 -0.1
H 3.3731 0.2983 1.9964 0.1 0.1 0.0
H 1.1872 1.2432 2.7167 0.0 0.0 0.1
```
Forces are in eV/Å.

energy relative to the best compared isomer or geometry (same formula, charge and spin): 30.6 kcal per mole
total energy: -1471.8153 Eh
frontier orbital gap: 9.3 eV
SMILES string: O=C(NCCSCc1ccco1)c1ccc(CN2CCOCC2)cc1
HOMO: -0.3197 Ha

Mulliken population analysis, charges in e, atoms 1 to 4: -0.699, 0.332, 0.042, 0.202